Record 1
Computed, not measured: C31H30N6S3Sn as an isolated structure, with ωB97M-V/def2-TZVPD.

gap between HOMO and LUMO	6.44	eV
LUMO level	-0.0430	hartree
energy relative to the best compared isomer or geometry (same formula, charge and spin)	1.294	eV
2S+1	1
total charge	0

Element x y z (Å)
C -1.728 -3.086 2.851
C -2.849 1.768 -2.700
C -1.252 -3.736 3.980
C 4.454 0.944 2.618
H -2.182 1.466 -4.742
C 3.018 -3.300 0.822
C 4.134 2.022 3.429
C -4.164 1.897 -1.926
H 0.070 -4.133 -0.624
C -1.983 0.674 -2.027
N 1.797 -3.166 0.028
H 3.492 4.323 1.027
N 0.764 1.803 -1.345
H 4.048 2.405 -0.406
N -2.656 -0.587 -2.066
N 3.731 5.100 -0.794
C 0.038 -4.054 1.531
C -0.144 -4.565 3.884
H -3.499 3.486 -0.637
H -3.826 2.095 -4.613
H -5.174 0.327 -2.998
N 1.486 4.060 -0.805
C 0.760 -4.201 0.214
H -1.193 3.021 -3.339
C -5.242 1.054 -2.200
H -1.482 -2.757 0.747
C -4.307 2.813 -0.885
H 4.766 0.013 3.076
H 3.828 -3.687 0.197
C 3.774 3.237 2.860
C -6.540 2.040 -0.431
C 0.494 -4.726 2.662
H 4.897 0.264 -0.689
H -2.678 3.907 -3.017
C -5.480 2.886 -0.147
S 3.160 -0.531 -2.332
C 3.374 -1.939 1.375
C 1.179 2.882 -1.117
H -7.456 2.097 0.144
C 3.745 3.374 1.481
H -1.836 0.927 -0.973
C 2.850 -1.181 -0.856
H -7.232 0.453 -1.698
C -2.961 -1.712 -1.973
C -3.110 1.404 -4.167
H 2.825 -4.004 1.626
H 2.585 -1.560 2.031
H 1.335 -5.407 2.586
C 4.715 -0.094 0.319
C 4.404 1.066 1.231
C -1.090 -3.244 1.630
S -3.399 -3.252 -1.873
Sn 0.104 0.486 -2.937
C -6.414 1.122 -1.462
H -2.608 -2.459 2.914
H -5.562 3.612 0.652
C 1.625 -2.071 -0.693
H 1.276 -5.162 0.164
H -1.754 -3.612 4.930
S 0.133 -1.680 -1.343
C 2.698 4.581 -0.825
C 4.057 2.291 0.671
C -2.058 3.079 -2.671
H 4.297 -1.998 1.948
H 5.602 -0.642 0.649
N 3.600 -1.049 0.241
H 0.215 -5.098 4.754
H 3.532 4.080 3.493
H -3.497 0.393 -4.281
H -1.684 3.323 -1.677
H 4.178 1.918 4.505

These are the Mulliken partial charges, in e, on atoms 1 to 2:
1. C -0.726
2. C 2.456



Record 2
Computed, not measured: C31H30N7O2STa as an isolated structure, with ωB97M-V/def2-TZVPD.

gap between HOMO and LUMO	6.03	eV
LUMO level	-0.2690	hartree
2S+1	1
total charge	+2

Element x y z (Å)
H -1.660 4.506 0.784
C 2.801 -1.922 0.180
N 1.920 0.269 2.909
H 2.786 0.544 3.354
C -4.078 -2.047 2.249
C -4.648 -2.717 -3.333
C -3.279 -0.506 0.584
H -3.820 -2.347 -1.408
C -2.260 -1.406 0.238
H 4.316 -4.101 -1.904
S -0.635 -0.410 2.841
C 1.614 0.941 -0.821
H -3.362 0.430 0.044
H -5.542 -3.173 -2.933
C -2.361 -1.549 -4.371
C 0.730 0.298 3.561
C -3.673 -2.247 -2.473
H 4.813 -0.148 2.000
H 1.108 0.869 -1.800
H 0.270 4.048 2.185
C -1.276 -1.053 -0.826
H -4.986 -0.148 1.824
N 0.693 0.855 4.756
C -1.396 2.642 0.083
C 3.818 -2.659 -0.385
O -1.980 2.747 -0.958
H -3.210 -1.929 -6.299
C 1.290 3.403 -1.221
H -2.990 -3.888 2.442
C -3.064 -2.940 1.926
C -4.186 -0.834 1.577
H -1.470 -1.084 -4.776
C 1.257 -2.816 -1.275
H -1.374 -3.324 0.663
C 3.016 4.033 0.861
C 2.585 6.419 0.534
N 2.748 7.505 0.869
H 1.939 -4.290 -2.669
C 4.278 -1.088 2.167
O -0.811 1.468 0.441
C 3.005 -1.102 1.394
C -1.423 -1.135 -2.162
H -1.125 3.677 2.986
C 1.891 2.374 -0.498
H -5.253 -2.972 -5.375
N -1.264 3.608 1.019
H -0.596 -0.755 -2.763
H -0.189 0.912 5.243
H -4.791 -2.299 3.022
H 1.511 1.210 5.227
H 3.306 1.932 1.061
C 2.226 -3.617 -1.874
C -4.484 -2.604 -4.709
C 2.369 5.051 0.159
N -0.535 3.430 2.199
H 4.937 -1.901 1.884
N 1.525 -1.962 -0.292
Ta 0.121 -0.121 0.388
C 3.530 -3.516 -1.446
H 3.711 4.289 1.649
C -3.338 -2.019 -5.229
C -2.156 -2.620 0.930
H 0.627 3.167 -2.044
H 4.829 -2.585 -0.016
C -2.511 -1.653 -2.982
H 4.080 -1.190 3.235
N 1.957 -0.455 1.745
C 1.519 4.730 -0.897
H 2.555 0.399 -0.936
C 2.774 2.713 0.529
H 1.045 5.521 -1.463
H 0.230 -2.855 -1.605

These are the Mulliken partial charges, in e, on atoms 1 to 2:
1. H 0.253
2. C 0.671



Please write out number 2 again, unchanged.
Computed, not measured: C31H30N7O2STa as an isolated structure, with ωB97M-V/def2-TZVPD.

gap between HOMO and LUMO	6.03	eV
LUMO level	-0.2690	hartree
2S+1	1
total charge	+2

Element x y z (Å)
H -1.660 4.506 0.784
C 2.801 -1.922 0.180
N 1.920 0.269 2.909
H 2.786 0.544 3.354
C -4.078 -2.047 2.249
C -4.648 -2.717 -3.333
C -3.279 -0.506 0.584
H -3.820 -2.347 -1.408
C -2.260 -1.406 0.238
H 4.316 -4.101 -1.904
S -0.635 -0.410 2.841
C 1.614 0.941 -0.821
H -3.362 0.430 0.044
H -5.542 -3.173 -2.933
C -2.361 -1.549 -4.371
C 0.730 0.298 3.561
C -3.673 -2.247 -2.473
H 4.813 -0.148 2.000
H 1.108 0.869 -1.800
H 0.270 4.048 2.185
C -1.276 -1.053 -0.826
H -4.986 -0.148 1.824
N 0.693 0.855 4.756
C -1.396 2.642 0.083
C 3.818 -2.659 -0.385
O -1.980 2.747 -0.958
H -3.210 -1.929 -6.299
C 1.290 3.403 -1.221
H -2.990 -3.888 2.442
C -3.064 -2.940 1.926
C -4.186 -0.834 1.577
H -1.470 -1.084 -4.776
C 1.257 -2.816 -1.275
H -1.374 -3.324 0.663
C 3.016 4.033 0.861
C 2.585 6.419 0.534
N 2.748 7.505 0.869
H 1.939 -4.290 -2.669
C 4.278 -1.088 2.167
O -0.811 1.468 0.441
C 3.005 -1.102 1.394
C -1.423 -1.135 -2.162
H -1.125 3.677 2.986
C 1.891 2.374 -0.498
H -5.253 -2.972 -5.375
N -1.264 3.608 1.019
H -0.596 -0.755 -2.763
H -0.189 0.912 5.243
H -4.791 -2.299 3.022
H 1.511 1.210 5.227
H 3.306 1.932 1.061
C 2.226 -3.617 -1.874
C -4.484 -2.604 -4.709
C 2.369 5.051 0.159
N -0.535 3.430 2.199
H 4.937 -1.901 1.884
N 1.525 -1.962 -0.292
Ta 0.121 -0.121 0.388
C 3.530 -3.516 -1.446
H 3.711 4.289 1.649
C -3.338 -2.019 -5.229
C -2.156 -2.620 0.930
H 0.627 3.167 -2.044
H 4.829 -2.585 -0.016
C -2.511 -1.653 -2.982
H 4.080 -1.190 3.235
N 1.957 -0.455 1.745
C 1.519 4.730 -0.897
H 2.555 0.399 -0.936
C 2.774 2.713 0.529
H 1.045 5.521 -1.463
H 0.230 -2.855 -1.605

These are the Mulliken partial charges, in e, on atoms 1 to 2:
1. H 0.253
2. C 0.671



What is the formula in the first record?
C31H30N6S3Sn